Below is a molecular structure, C34H24AsN6O8OsS3 at a distorted geometry, with properties calculated with wB97M-V/def2-TZVPD.

Element x y z (Å)
Os1 0.52850 1.58584 0.17202
S1 -3.09541 -5.23764 0.27056
N1 -1.59055 -4.85194 0.56054
C1 -1.41451 -3.55015 0.31204
C2 -0.18352 -2.78856 0.55456
C3 1.04236 -3.30656 0.93065
C4 2.13476 -2.44522 0.91106
C5 1.93969 -1.12289 0.68113
N2 0.73228 -0.59545 0.41637
C6 -0.29161 -1.40864 0.27727
C7 -1.62070 -0.76935 -0.02488
N3 -1.69747 0.59215 -0.02971
C8 -2.85069 1.14853 -0.32331
C9 -3.96143 0.44814 -0.70353
C10 -3.92999 -0.91109 -0.72658
C11 -2.71729 -1.52930 -0.35451
C12 -2.58177 -2.97068 -0.18081
N4 -3.61796 -3.81447 -0.22205
H1 1.05713 -4.38653 1.21413
H2 3.11663 -2.67810 1.41405
H3 2.78232 -0.44220 0.84529
H4 -2.80867 2.18472 -0.34732
H5 -4.83418 1.12933 -0.86317
H6 -4.78862 -1.46013 -0.96103
C13 -0.42524 -4.64686 -3.33330
C14 -0.34558 -3.14268 -3.32613
C15 0.88228 -2.62839 -2.98457
C16 0.99959 -1.27381 -2.83373
C17 -0.09026 -0.47279 -2.98459
C18 -1.32034 -0.96821 -3.26372
C19 -1.46587 -2.31087 -3.41981
S2 0.06610 1.31279 -2.98833
O1 -1.09508 1.93661 -2.41287
O2 0.54723 1.66850 -4.31175
N5 1.21247 1.57138 -1.78701
C20 2.56494 1.34052 -2.07884
C21 3.05299 1.09596 -3.33395
C22 4.47800 0.95927 -3.50522
C23 5.30597 0.95540 -2.45053
C24 4.80213 1.19039 -1.13100
C25 5.71968 1.23689 -0.09505
C26 5.31436 1.83646 1.07272
C27 3.89512 2.15087 1.20079
N6 3.03228 1.92993 0.24043
C28 3.45958 1.52448 -1.00272
H7 0.55615 -5.07284 -3.17185
H8 -0.73141 -4.98318 -4.33646
H9 -1.20611 -5.02081 -2.61914
H10 1.71437 -3.21119 -2.78873
H11 1.92525 -0.88940 -2.54176
H12 -2.21046 -0.34812 -3.36831
H13 -2.41470 -2.69101 -3.74545
H14 2.42447 1.20364 -4.16582
H15 4.88898 0.80364 -4.50628
H16 6.35072 0.84779 -2.53130
H17 6.77538 1.05665 -0.28676
H18 6.06002 1.89988 1.91445
H19 3.33184 2.37035 2.12170
O3 -0.23086 4.45037 2.91719
As1 -0.87648 3.04045 2.21499
O4 -0.18073 3.37711 0.51870
O5 0.05662 1.49724 2.08354
C29 -1.70549 2.32015 3.79900
C30 -1.00316 1.63477 4.82774
C31 -1.60459 1.25967 5.95635
C32 -3.00666 1.27066 5.96978
C33 -3.70917 1.84279 4.94799
C34 -3.07273 2.44539 3.87722
S3 -3.83502 3.05330 2.43413
O6 -2.50321 3.34531 1.57663
O7 -4.41901 4.32963 2.49491
O8 -4.57215 2.02389 1.74242
H20 0.42341 4.80576 2.33234
H21 0.11291 1.48596 4.58761
H22 -1.03326 0.89575 6.79982
H23 -3.43844 0.90899 6.89355
H24 -4.80611 1.96172 4.95822

Properties
expectation value of S²: 6.0208
molar mass: 1005.95 g mol⁻¹
largest force on an atom: 4.9 eV/Å
total charge: +1
ΔE to the lowest compared entry with this formula, charge and spin: 155.8 kJ/mol
Kohn-Sham gap (alpha / beta): 7.376 / 6.525 eV
E: -156771.5265 eV
spin multiplicity: 5

---

Below is 4 unconnected molecules or ions with the total composition C6H19BrNO3 at a distorted geometry, with properties calculated with wB97M-V/def2-TZVPD.

Element x y z (Å)
Br1 -0.10966 2.82114 -2.22031
C1 -1.34661 2.15530 2.00217
O1 -0.66015 3.06248 1.17414
H1 -1.60119 2.64631 2.94455
H2 -2.26087 1.74465 1.56240
H3 -0.65901 1.34336 2.28161
H4 -0.45332 2.64423 0.31439
C2 2.41929 0.86257 0.84067
O2 2.79317 1.58729 -0.31165
H5 1.82935 -0.02706 0.58357
H6 3.31080 0.53772 1.37428
H7 1.79695 1.49195 1.48963
H8 2.00419 1.71023 -0.85982
C3 0.54286 -1.48412 -2.20802
C4 -0.85808 -1.45524 -1.63971
C5 -0.91169 -1.19747 -0.14955
O3 -0.18315 -2.19154 0.53836
C6 -0.08413 -1.91073 1.92374
N1 -1.65816 -0.42957 -2.32361
H9 0.57924 -1.78476 -3.25510
H10 1.19108 -2.20187 -1.68070
H11 1.04813 -0.52207 -2.08934
H12 -1.33478 -2.42526 -1.82203
H13 -1.95383 -1.13188 0.18700
H14 -0.49897 -0.20026 0.06326
H15 0.43091 -2.76805 2.35899
H16 -1.06584 -1.77566 2.38202
H17 0.57817 -1.04821 2.04683
H18 -1.25329 0.50129 -2.18072
H19 -1.63141 -0.55476 -3.32704

Properties
molar mass: 233.13 g mol⁻¹
largest force on an atom: 1.6 eV/Å
total charge: -1
ΔE to the lowest compared entry with this formula, charge and spin: 7.7 kJ/mol
Kohn-Sham gap: 7.780 eV
E: -84207.0388 eV
spin multiplicity: 1

---

Below is 2 unconnected molecules or ions with the total composition C23H50I2N9OP2 at a distorted geometry, with properties calculated with wB97M-V/def2-TZVPD.

Element x y z (Å)
C1 -5.95590 -0.82587 0.14377
C2 -4.91130 -0.97532 1.23526
N1 -3.45754 -0.88066 0.72549
C3 -2.60838 -2.08176 0.37253
I1 -1.74930 -2.47337 -1.64115
C4 -2.28981 -3.14992 1.40301
C5 -1.38998 -4.48690 0.95634
I2 -2.93008 -3.09210 3.50221
C6 -2.98274 0.40968 0.56061
N2 -3.80981 1.63755 0.86820
C7 -3.90477 2.09749 2.30458
C8 -2.71176 3.10775 2.79691
N3 -2.27674 3.04354 4.10537
C9 -3.37238 2.63759 -0.17865
C10 -1.95444 2.12300 -0.84707
C11 -0.77113 3.20541 -1.18537
C12 -0.83392 4.58689 -0.26733
C13 0.23996 5.63755 -1.00270
N4 -0.03315 7.08635 -0.58397
C14 -2.15553 1.35884 -2.31806
C15 -0.68282 0.86626 -2.93888
C16 -2.98968 2.29254 -3.40874
C17 -3.97802 1.26691 -4.24475
N5 -1.65703 0.93066 0.05201
P1 -0.32223 1.08781 1.22289
N6 -0.40773 0.09500 2.49981
H1 -6.86506 -0.08420 0.20754
H2 -5.85862 -1.42700 -0.88351
H3 -5.19655 -1.11680 2.36853
H4 -1.42225 -5.26858 1.84270
H5 -1.87841 -5.04865 0.02466
H6 -0.27199 -4.20911 0.75089
H7 -3.87790 1.13671 3.01223
H8 -4.97135 2.58321 2.46884
H9 -2.20490 3.94911 2.12606
H10 -2.78861 2.29828 4.62654
H11 -4.27969 2.57335 -0.95200
H12 -3.47402 3.74331 0.19018
H13 0.33309 2.78116 -1.02444
H14 -0.77565 3.58928 -2.31585
H15 -1.87054 5.13288 -0.30719
H16 -0.42209 4.44334 0.82331
H17 0.02196 5.61311 -2.17604
H18 1.35585 5.31036 -0.87315
H19 -1.03742 7.32169 -0.75540
H20 0.23858 7.21591 0.41527
H21 -2.78582 0.35754 -2.22159
H22 -0.31858 1.71187 -3.66229
H23 -0.80884 -0.12830 -3.56695
H24 0.12532 0.72798 -2.10268
H25 -3.53995 3.20532 -2.92310
H26 -2.19436 2.69461 -4.19893
H27 -3.35608 0.25643 -4.36707
H28 -4.93252 0.98412 -3.62270
H29 -4.23234 1.66298 -5.33309
H30 0.91830 0.82800 0.47966
H31 -0.23738 2.44908 1.68575
H32 0.46022 -0.51762 2.43839
O1 2.15175 -2.97401 1.22881
P2 3.48320 -3.29033 0.50443
N7 4.38769 -3.07533 1.92216
C18 5.56506 -2.26565 2.14960
C19 4.07105 -3.89489 3.08746
N8 3.43595 -1.81860 -0.38370
C20 3.87953 -0.55405 0.18509
C21 2.17157 -1.59133 -1.09563
N9 5.01381 -3.65396 -0.32828
C22 5.75522 -4.84724 0.05714
C23 5.21721 -3.33749 -1.73812
H33 6.30517 -2.79531 2.76376
H34 5.29655 -1.34301 2.67506
H35 6.09618 -1.99546 1.23515
H36 4.58150 -4.86095 3.02843
H37 2.99985 -4.09422 3.17597
H38 4.36897 -3.40951 4.02483
H39 3.42144 -0.36200 1.16296
H40 3.64160 0.29265 -0.47127
H41 4.96690 -0.53039 0.27270
H42 1.39353 -1.19367 -0.43207
H43 1.80423 -2.52583 -1.53377
H44 2.31238 -0.88999 -1.92671
H45 6.77582 -4.57287 0.32873
H46 5.79667 -5.60043 -0.74315
H47 5.30832 -5.35481 0.91860
H48 5.56607 -2.30387 -1.84729
H49 4.29631 -3.46696 -2.31467
H50 5.98027 -3.96473 -2.21312

Properties
molar mass: 784.47 g mol⁻¹
largest force on an atom: 7.5 eV/Å
total charge: +1
ΔE to the lowest compared entry with this formula, charge and spin: 1056.0 kJ/mol
Kohn-Sham gap: 5.966 eV
E: -74876.3574 eV
spin multiplicity: 1